Record 1
Here is a structure of composition C12H20Cl8N2 in a non-equilibrium geometry from the OMol25 dataset. Energies are from ωB97M-V with the def2-TZVPD basis set.

Frontier orbital gap, eV: 7.339
F_max, eV/Å: 13.02
E_HOMO, eV: -7.583
Energy above the lowest of the compared OMol25 structures with the same formula, charge and spin, eV: 14.975
LUMO, eV: -0.244
M, g/mol: 475.93

Last column: Löwdin charge in e.
CARTESIAN COORDINATES (ANGSTROEM)
C  39.05  -30.34  23.33  -0.092
C  40.14  -31.31  23.01  -0.227
N  40.58  -31.17  21.63  -0.189
C  39.63  -31.76  20.67  -0.210
C  39.75  -33.27  20.61  -0.270
C  40.94  -29.85  21.21  -0.283
C  42.15  -29.37  22.00  -0.074
H  39.48  -29.34  23.40  0.088
H  38.77  -30.47  24.38  0.098
H  38.23  -30.21  22.62  -0.033
H  41.05  -31.21  23.60  0.103
H  39.80  -32.33  23.22  0.116
H  38.62  -31.45  20.92  0.072
H  39.80  -31.40  19.66  0.114
H  40.69  -33.69  20.97  0.085
H  39.24  -33.81  21.41  -0.270
H  39.54  -33.67  19.62  0.075
H  40.08  -29.19  21.29  0.099
H  41.05  -29.74  20.13  0.114
H  42.14  -29.64  23.06  0.062
H  42.22  -28.29  21.84  0.070
H  43.06  -29.77  21.57  0.071
C  36.46  -38.55  19.83  -1.870
Cl  35.71  -40.16  19.73  0.520
Cl  35.08  -37.41  19.57  0.395
Cl  37.19  -38.42  21.53  0.482
Cl  37.66  -38.24  18.55  0.529
C  36.96  -35.05  21.18  -1.608
Cl  36.39  -33.34  20.81  0.826
Cl  38.76  -35.11  21.42  0.763
Cl  36.04  -35.69  22.57  0.524
Cl  36.56  -35.95  19.64  0.336
N  35.70  -30.36  19.77  0.033
C  36.35  -30.99  20.84  -0.210
C  36.83  -30.04  21.76  -0.102
C  36.49  -28.83  21.17  -0.085
C  35.89  -29.03  19.90  -0.120
H  35.24  -30.79  18.99  0.155
H  36.39  -32.07  20.82  -0.334
H  37.31  -30.15  22.72  0.048
H  36.64  -27.88  21.67  0.096
H  35.51  -28.32  19.18  0.104



Record 2
Here is a structure of composition C12H20ClO4OsSSb2 in a non-equilibrium geometry from the OMol25 dataset. Energies are from ωB97M-V with the def2-TZVPD basis set.

Frontier orbital gap (alpha / beta), eV: 6.536 / 6.671
F_max, eV/Å: 1.07
E_HOMO (alpha / beta), eV: -11.488 / -11.718
Charge: +1
LUMO (alpha / beta), eV: -4.952 / -5.047
M, g/mol: 729.56

Last column: Löwdin charge in e.
CARTESIAN COORDINATES (ANGSTROEM)
Os  1.41  1.73  -0.08  0.442
C  -2.60  2.82  0.60  -0.255
Sb  -0.82  1.95  1.30  1.331
C  -0.71  2.58  3.29  -0.293
C  -1.35  -0.08  1.65  -0.290
C  -1.46  -0.91  0.40  -0.289
C  -2.68  -0.87  -0.29  -0.054
C  -2.87  -1.56  -1.47  -0.058
C  -1.84  -2.33  -1.98  -0.058
C  -0.64  -2.39  -1.30  -0.052
C  -0.43  -1.69  -0.11  -0.284
C  0.91  -1.85  0.58  -0.292
Sb  2.48  -0.67  -0.24  1.331
C  4.01  -1.30  1.06  -0.281
C  2.88  -1.60  -2.08  -0.251
H  -2.44  3.88  0.38  0.028
H  -3.33  2.71  1.40  0.029
H  -2.92  2.31  -0.30  0.000
H  -1.70  2.42  3.73  0.026
H  -0.45  3.64  3.37  0.023
H  0.04  1.98  3.81  0.009
H  -2.30  -0.06  2.19  0.081
H  -0.58  -0.43  2.35  0.055
H  -3.49  -0.27  0.12  0.117
H  -3.82  -1.51  -1.98  0.114
H  -1.97  -2.89  -2.90  0.113
H  0.16  -3.02  -1.68  0.114
H  1.25  -2.88  0.51  0.082
H  0.90  -1.57  1.63  0.054
H  4.12  -2.37  0.91  0.027
H  3.71  -1.08  2.08  0.016
H  4.95  -0.80  0.84  0.024
H  3.04  -2.65  -1.86  0.032
H  3.78  -1.17  -2.52  0.028
H  2.04  -1.45  -2.74  0.008
S  2.47  2.03  1.65  0.172
O  -0.15  2.20  -3.88  -0.202
Cl  -0.02  1.87  -2.52  0.723
O  -1.26  1.71  -1.84  -0.341
O  0.83  0.66  -2.30  -0.479
O  0.84  2.92  -1.79  -0.501



Record 3
Here is a cluster of 4 separate species, C12H20FO8S in total in a non-equilibrium geometry from the OMol25 dataset. Energies are from ωB97M-V with the def2-TZVPD basis set.

Frontier orbital gap, eV: 7.737
F_max, eV/Å: 6.15
E_HOMO, eV: -5.147
Energy above the lowest of the compared OMol25 structures with the same formula, charge and spin, eV: 0.000
Charge: -1
LUMO, eV: 2.591
M, g/mol: 343.35

Last column: Löwdin charge in e.
CARTESIAN COORDINATES (ANGSTROEM)
F  0.86  -1.78  -1.27  -0.821
C  1.61  1.33  0.80  -0.030
C  1.25  0.39  1.95  -0.341
C  2.10  -0.90  1.85  -0.082
O  3.06  -0.79  2.93  0.053
C  2.61  0.10  3.83  -0.607
O  3.07  0.41  4.87  0.166
O  1.60  0.76  3.26  0.055
H  0.62  1.88  0.82  0.094
H  1.43  0.56  -0.04  0.091
H  2.59  1.79  0.70  0.084
H  0.08  -0.04  2.01  0.185
H  2.67  -1.02  0.97  0.106
H  1.39  -1.82  2.03  0.144
C  -2.94  -3.06  0.76  -0.045
C  -1.71  -3.01  1.63  -0.320
C  -1.89  -2.07  2.76  -0.126
O  -2.51  -2.84  3.75  0.092
C  -2.39  -4.08  3.51  -0.576
O  -2.72  -5.06  4.23  0.077
O  -1.76  -4.28  2.33  0.069
H  -3.96  -3.41  1.11  0.118
H  -2.89  -3.77  -0.08  0.095
H  -3.03  -2.09  0.39  0.050
H  -0.80  -2.75  0.94  0.185
H  -2.53  -1.17  2.48  0.163
H  -0.74  -1.91  3.16  0.177
C  1.47  2.49  -2.80  -0.252
C  0.72  1.32  -3.45  -0.228
C  -0.19  1.93  -4.47  -0.304
S  -0.81  3.42  -3.82  0.642
O  -2.09  3.20  -3.21  -0.319
O  -0.59  4.46  -4.81  -0.352
C  0.48  3.59  -2.52  -0.233
H  1.99  3.02  -3.64  0.131
H  1.89  2.07  -1.96  0.068
H  0.07  0.72  -2.72  0.137
H  1.68  0.72  -3.92  0.178
H  -1.06  1.28  -4.82  0.131
H  0.33  2.30  -5.43  0.131
H  0.04  3.52  -1.50  0.102
H  1.00  4.59  -2.62  0.114



Record 4
Here is the molecule C12H20N2O3S in a non-equilibrium geometry from the OMol25 dataset. Energies are from ωB97M-V with the def2-TZVPD basis set.

Frontier orbital gap, eV: 8.827
F_max, eV/Å: 1.15
E_HOMO, eV: -8.104
Energy above the lowest of the compared OMol25 structures with the same formula, charge and spin, eV: 0.000
LUMO, eV: 0.722
M, g/mol: 272.37

Last column: Löwdin charge in e.
CARTESIAN COORDINATES (ANGSTROEM)
C  5.26  -1.35  0.03  -0.060
C  4.84  -0.12  0.82  -0.242
O  3.88  0.67  0.14  -0.058
C  2.59  0.22  0.03  -0.202
C  2.05  -0.85  0.72  -0.008
C  0.71  -1.18  0.57  -0.064
C  -0.08  -0.43  -0.28  -0.297
S  -1.81  -0.79  -0.46  0.672
O  -2.18  -0.69  -1.84  -0.281
O  -2.11  -2.01  0.24  -0.293
N  -2.47  0.54  0.32  -0.264
C  -2.32  0.52  1.76  -0.258
C  -1.36  1.60  2.23  -0.066
C  -3.69  1.08  -0.24  -0.259
C  -4.90  0.16  -0.06  -0.074
C  0.44  0.64  -0.97  -0.009
C  1.78  0.99  -0.84  -0.238
N  2.34  2.00  -1.57  0.125
H  6.04  -1.89  0.57  0.078
H  4.42  -2.01  -0.14  0.069
H  5.66  -1.05  -0.94  0.081
H  4.48  -0.39  1.81  0.116
H  5.70  0.56  0.94  0.124
H  2.66  -1.44  1.39  0.109
H  0.28  -2.02  1.09  0.112
H  -3.29  0.65  2.25  0.118
H  -1.94  -0.47  2.04  0.107
H  -1.26  1.57  3.32  0.073
H  -0.38  1.45  1.79  0.060
H  -1.73  2.58  1.94  0.072
H  -3.87  2.06  0.21  0.122
H  -3.50  1.20  -1.31  0.107
H  -5.12  0.01  1.00  0.069
H  -5.77  0.59  -0.54  0.075
H  -4.68  -0.81  -0.51  0.070
H  -0.21  1.20  -1.63  0.123
H  1.72  2.70  -1.95  0.099
H  3.23  2.34  -1.23  0.091



Record 5
Here is the ion C12H20N3O5 with charge -1 in a non-equilibrium geometry from the OMol25 dataset. Energies are from ωB97M-V with the def2-TZVPD basis set.

Frontier orbital gap, eV: 8.426
F_max, eV/Å: 2.34
E_HOMO, eV: -5.333
Energy above the lowest of the compared OMol25 structures with the same formula, charge and spin, eV: 0.000
Charge: -1
LUMO, eV: 3.093
M, g/mol: 286.31

Last column: Löwdin charge in e.
CARTESIAN COORDINATES (ANGSTROEM)
C  -1.75  2.58  -0.51  -0.036
N  -1.00  1.34  -0.17  0.055
C  -0.88  0.25  -0.94  -0.403
O  -1.52  0.09  -2.00  0.007
C  0.15  -0.81  -0.46  -0.167
N  0.99  -0.29  0.62  0.112
C  0.64  -0.17  1.90  -0.461
O  -0.45  -0.59  2.31  0.039
C  1.53  0.69  2.78  -0.202
C  2.81  -0.09  3.20  -0.046
C  3.87  -0.26  2.08  -0.702
O  3.69  0.23  0.94  -0.078
O  4.91  -0.86  2.43  -0.052
N  1.94  1.92  2.14  0.108
C  1.22  3.03  2.07  -0.571
C  1.96  4.24  1.60  0.009
O  0.06  3.07  2.43  0.035
C  1.00  -1.47  -1.55  -0.361
C  2.16  -2.33  -1.03  -0.077
C  0.17  -2.49  -2.34  -0.098
H  -1.70  3.22  0.35  0.064
H  -1.34  3.13  -1.36  0.085
H  -2.76  2.30  -0.68  0.065
H  -0.50  1.30  0.69  0.083
H  -0.41  -1.63  0.04  0.162
H  1.94  -0.06  0.44  0.089
H  0.98  0.96  3.70  0.157
H  2.47  -1.04  3.61  0.119
H  3.24  0.39  4.08  0.110
H  2.85  1.89  1.74  0.103
H  2.44  4.65  2.46  0.078
H  2.65  3.92  0.80  0.096
H  1.27  4.94  1.20  0.067
H  1.45  -0.71  -2.22  0.151
H  1.80  -2.95  -0.20  0.092
H  2.97  -1.68  -0.70  0.064
H  2.63  -2.94  -1.82  0.079
H  -0.76  -2.06  -2.78  0.075
H  0.75  -2.92  -3.16  0.073
H  -0.14  -3.30  -1.67  0.078



Record 6
Here is the molecule C12H20N4O3 in a non-equilibrium geometry from the OMol25 dataset. Energies are from ωB97M-V with the def2-TZVPD basis set.

Frontier orbital gap, eV: 9.120
F_max, eV/Å: 3.49
E_HOMO, eV: -8.565
Energy above the lowest of the compared OMol25 structures with the same formula, charge and spin, eV: 2.160
LUMO, eV: 0.555
M, g/mol: 268.32

Last column: Löwdin charge in e.
CARTESIAN COORDINATES (ANGSTROEM)
C  -4.11  1.28  0.45  -0.093
C  -2.94  1.97  -0.28  -0.375
C  -2.07  2.70  0.80  -0.050
C  -2.10  0.92  -1.08  -0.112
C  -1.48  -0.24  -0.38  -0.262
N  -0.41  -0.91  -1.13  0.150
C  0.78  -1.33  -0.65  -0.432
O  1.73  -1.63  -1.34  0.075
C  0.96  -1.31  0.89  -0.309
N  2.01  -2.28  1.15  0.078
C  1.33  0.06  1.40  -0.098
C  2.46  0.68  0.62  -0.290
C  2.41  1.58  -0.39  -0.053
N  3.72  1.73  -0.91  0.052
C  4.46  0.88  -0.18  -0.253
N  3.78  0.24  0.67  0.105
C  -2.51  -1.25  0.07  -0.459
O  -3.02  -1.37  1.19  0.081
O  -2.92  -1.97  -0.99  0.120
H  -4.86  2.00  0.85  0.088
H  -4.69  0.54  -0.15  0.090
H  -3.68  0.84  1.38  0.077
H  -3.35  2.64  -1.00  0.113
H  -2.78  2.96  1.61  0.080
H  -1.23  2.12  1.21  0.062
H  -1.70  3.63  0.37  0.071
H  -2.65  0.47  -1.90  0.118
H  -1.23  1.60  -1.50  0.159
H  -0.98  -0.02  0.56  0.109
H  -0.54  -0.98  -2.10  0.136
H  0.01  -1.72  1.25  0.138
H  2.58  -2.12  1.95  0.069
H  2.49  -2.40  0.34  0.019
H  1.80  -0.08  2.43  0.143
H  0.43  0.77  1.47  0.113
H  1.59  2.13  -0.82  0.104
H  3.95  1.97  -1.91  0.174
H  5.52  0.75  -0.35  0.125
H  -3.79  -2.31  -0.71  0.137



Table of DFT total energy (eV), in record order: -115910.826, -59842.641, -42699.010, -32726.047, -27480.432, -24871.135